1.
{"formula": "C3H6N2O2", "method": "ωB97M-V/def2-TZVPD", "elements": ["C", "C", "C", "H", "H", "H", "H", "H", "H", "N", "N", "O", "O"], "coordinates": [[-0.24, 1.18, 0.65], [0.37, -0.15, 0.16], [0.01, -1.31, -1.92], [-0.80, 1.45, 2.73], [0.29, 2.18, 0.43], [-1.23, 0.96, 0.55], [0.86, -0.69, 1.85], [-0.73, 0.54, -1.56], [0.76, -2.18, -1.50], [0.76, -1.12, 0.87], [0.01, -0.20, -1.25], [0.21, 0.90, 2.03], [-0.28, -1.54, -3.03]], "multiplicity": 1, "relative_energy_ev": 5.630, "lumo_ev": -0.42, "e_tot_ev": -10279.1671, "gap_ev": 9.01, "homo_ev": -9.42}

---

2.
{"formula": "C30H66N6O9", "method": "ωB97M-V/def2-TZVPD", "elements": ["C", "N", "C", "C", "O", "H", "H", "H", "H", "H", "H", "H", "C", "N", "C", "C", "O", "H", "H", "H", "H", "H", "H", "H", "C", "N", "C", "C", "O", "H", "H", "H", "H", "H", "H", "H", "C", "N", "C", "C", "O", "H", "H", "H", "H", "H", "H", "H", "C", "N", "C", "C", "O", "H", "H", "H", "H", "H", "H", "H", "C", "N", "C", "C", "O", "H", "H", "H", "H", "H", "H", "H", "C", "C", "C", "O", "C", "H", "H", "H", "H", "H", "H", "H", "H", "C", "C", "C", "O", "C", "H", "H", "H", "H", "H", "H", "H", "H", "C", "C", "C", "O", "C", "H", "H", "H", "H", "H", "H", "H", "H"], "coordinates": [[2.86, -5.59, 2.84], [1.45, -5.22, 2.73], [0.57, -5.64, 3.81], [1.02, -4.34, 1.73], [-0.11, -4.10, 1.50], [3.01, -6.67, 2.89], [3.26, -5.03, 3.68], [3.40, -5.33, 1.93], [-0.41, -5.18, 3.70], [0.53, -6.73, 3.83], [0.91, -5.29, 4.78], [1.85, -3.95, 1.12], [2.57, -0.94, -4.53], [2.81, -2.32, -4.80], [4.06, -2.82, -4.20], [1.94, -3.09, -5.46], [2.09, -4.31, -5.58], [3.03, -0.34, -5.32], [2.94, -0.60, -3.56], [1.49, -0.78, -4.57], [4.89, -2.16, -4.45], [4.02, -2.78, -3.11], [4.30, -3.81, -4.59], [1.04, -2.53, -5.76], [-0.48, 4.70, 5.15], [0.54, 4.16, 4.27], [0.21, 3.82, 2.86], [1.83, 4.09, 4.62], [2.76, 3.80, 3.89], [-0.46, 5.79, 5.18], [-0.41, 4.12, 6.07], [-1.47, 4.36, 4.85], [1.11, 3.84, 2.24], [-0.05, 2.76, 2.82], [-0.52, 4.44, 2.33], [1.93, 4.27, 5.70], [-4.12, 0.54, -0.49], [-3.95, 0.30, -1.90], [-4.80, -0.77, -2.42], [-3.08, 0.93, -2.70], [-2.28, 1.77, -2.35], [-3.71, -0.32, 0.05], [-5.18, 0.58, -0.27], [-3.74, 1.49, -0.11], [-4.74, -1.52, -1.63], [-5.82, -0.39, -2.47], [-4.49, -1.27, -3.34], [-3.23, 0.69, -3.77], [3.91, 3.97, 0.87], [4.06, 3.54, -0.47], [3.73, 2.17, -0.82], [4.49, 4.43, -1.41], [4.71, 4.17, -2.61], [4.68, 4.67, 1.19], [3.99, 3.11, 1.54], [2.99, 4.50, 1.11], [2.65, 2.07, -0.76], [3.94, 1.92, -1.86], [4.31, 1.50, -0.18], [4.58, 5.44, -0.98], [0.51, 0.12, -1.67], [-0.25, -0.27, -0.46], [-0.94, -1.57, -0.57], [-0.39, 0.57, 0.60], [0.02, 1.79, 0.60], [-0.04, -0.06, -2.60], [1.39, -0.51, -1.70], [0.77, 1.18, -1.71], [-1.50, -1.64, -1.50], [-0.21, -2.38, -0.63], [-1.56, -1.94, 0.25], [-0.91, -0.02, 1.37], [-3.36, -4.16, -1.96], [-4.46, -5.10, -2.51], [-4.22, -6.28, -1.70], [-3.64, -5.90, -0.42], [-2.85, -4.70, -0.65], [-3.65, -3.14, -1.74], [-2.56, -4.07, -2.70], [-4.31, -5.37, -3.55], [-5.48, -4.73, -2.37], [-3.64, -7.09, -2.15], [-5.19, -6.75, -1.54], [-1.77, -4.82, -0.73], [-3.07, -3.99, 0.15], [-0.30, -1.22, 4.83], [-0.64, 0.23, 4.51], [-2.15, 0.28, 4.06], [-2.50, -1.05, 3.72], [-1.24, -1.87, 3.73], [-0.61, -1.48, 5.85], [0.77, -1.33, 4.66], [-0.11, 0.67, 3.66], [-0.28, 0.77, 5.39], [-2.24, 1.04, 3.28], [-2.68, 0.50, 4.99], [-0.73, -1.91, 2.76], [-1.43, -2.89, 4.05], [0.15, 5.00, -2.67], [1.35, 5.93, -2.96], [0.98, 7.05, -2.02], [0.54, 6.38, -0.81], [0.06, 5.05, -1.18], [0.30, 4.01, -3.10], [-0.76, 5.47, -3.04], [1.43, 6.18, -4.01], [2.28, 5.41, -2.71], [0.16, 7.64, -2.44], [1.82, 7.74, -1.94], [-0.97, 4.86, -0.87], [0.71, 4.31, -0.70]], "multiplicity": 1, "relative_energy_ev": 2.226, "lumo_ev": 0.17, "e_tot_ev": -59544.4713, "gap_ev": 8.98, "homo_ev": -8.81}

---

3.
{"formula": "C9H27N9O18", "method": "ωB97M-V/def2-TZVPD", "elements": ["C", "N", "O", "O", "H", "H", "H", "C", "N", "O", "O", "H", "H", "H", "C", "N", "O", "O", "H", "H", "H", "C", "N", "O", "O", "H", "H", "H", "C", "N", "O", "O", "H", "H", "H", "C", "N", "O", "O", "H", "H", "H", "C", "N", "O", "O", "H", "H", "H", "C", "N", "O", "O", "H", "H", "H", "C", "N", "O", "O", "H", "H", "H"], "coordinates": [[2.02, -14.86, 22.81], [1.19, -15.73, 21.97], [1.56, -15.85, 20.78], [0.08, -15.98, 22.35], [1.68, -13.92, 22.38], [3.08, -15.11, 22.74], [1.68, -14.96, 23.84], [-0.43, -13.64, 23.25], [-1.51, -12.72, 23.58], [-2.70, -13.14, 23.73], [-1.11, -11.64, 23.78], [-0.90, -14.55, 22.86], [0.04, -13.93, 24.19], [0.31, -13.26, 22.55], [3.83, -12.22, 23.01], [4.98, -12.44, 22.03], [6.08, -12.48, 22.58], [4.74, -12.61, 20.84], [3.28, -11.35, 22.63], [4.36, -11.87, 23.89], [3.18, -13.08, 23.18], [1.86, -11.37, 20.10], [1.36, -12.70, 20.66], [1.41, -13.70, 19.99], [1.05, -12.78, 21.82], [2.84, -11.22, 20.55], [1.14, -10.58, 20.30], [2.02, -11.50, 19.03], [0.68, -11.63, 25.33], [1.77, -12.07, 24.40], [1.46, -12.95, 23.59], [2.95, -11.78, 24.66], [1.07, -10.95, 26.09], [0.24, -12.56, 25.68], [-0.14, -11.06, 24.88], [-0.39, -16.33, 24.68], [-0.40, -15.61, 25.99], [-0.66, -16.28, 26.99], [-0.02, -14.44, 25.97], [-0.42, -15.51, 23.96], [-1.23, -17.02, 24.77], [0.53, -16.90, 24.57], [0.39, -16.64, 19.45], [0.26, -16.42, 17.95], [1.12, -17.04, 17.29], [-0.66, -15.70, 17.47], [0.43, -15.63, 19.85], [1.37, -17.06, 19.69], [-0.42, -17.27, 19.82], [3.26, -14.45, 19.54], [4.39, -15.20, 20.13], [4.36, -15.59, 21.29], [5.29, -15.56, 19.36], [3.39, -14.01, 18.55], [3.07, -13.71, 20.32], [2.54, -15.26, 19.46], [-0.39, -17.60, 21.74], [-0.88, -18.82, 21.03], [-1.51, -18.49, 19.98], [-0.67, -19.93, 21.44], [-1.13, -17.38, 22.51], [-0.32, -16.76, 21.05], [0.54, -17.82, 22.27]], "multiplicity": 1, "relative_energy_ev": 24.801, "lumo_ev": -2.27, "e_tot_ev": -59987.1200, "gap_ev": 7.80, "homo_ev": -10.07}